--- a ---
The following is a DFT calculation (ωB97M-V with the def2-TZVPD basis set) of one molecule with the formula C5H6O.

Properties
- multiplicity = 1
- SMILES = C#CC[C@H]1CO1
- orbital gap (eV) = 11.19
- HOMO level (eV) = -10.1

XYZ file:
```
12
C5H6O (ωB97M-V with the def2-TZVPD basis set)
O -2.06 -0.46 0.35
C 1.66 -0.28 -0.18
C -0.72 -0.03 0.59
C 2.81 0.09 -0.13
C 0.28 -0.78 -0.27
C -1.70 0.86 -0.04
H -0.47 0.06 1.65
H 3.83 0.40 -0.09
H -2.18 1.66 0.53
H -0.06 -0.72 -1.31
H -1.64 1.03 -1.11
H 0.27 -1.84 0.00
```

=====

--- b ---
The following is a DFT calculation (ωB97M-V with the def2-TZVPD basis set) of C5H6O as an isolated structure.

Properties
- multiplicity = 1
- orbital gap (eV) = 9.63
- HOMO level (eV) = -8.4

XYZ file:
```
12
C5H6O (ωB97M-V with the def2-TZVPD basis set)
O 1.59 0.47 0.22
C 0.75 -0.57 0.76
C -0.41 -0.90 -0.16
C -1.06 0.43 -0.12
C -0.46 0.00 -1.39
C 0.48 0.83 0.95
H 0.45 0.50 -1.70
H 0.58 1.50 1.82
H 1.22 -1.26 1.44
H -1.07 -0.38 -2.21
H -1.19 1.27 0.52
H -0.87 -1.88 -0.16
```

=====

--- c ---
The following is a DFT calculation (ωB97M-V with the def2-TZVPD basis set) of one molecule with the formula C5H6O.

Properties
- multiplicity = 1
- SMILES = CC#CCC=O
- orbital gap (eV) = 10.47
- HOMO level (eV) = -9.5

XYZ file:
```
12
C5H6O (ωB97M-V with the def2-TZVPD basis set)
O -1.62 -1.54 0.03
C -0.14 1.03 0.26
C -1.60 0.87 0.17
C -1.59 -0.48 -0.54
C 0.96 0.53 0.23
C 2.08 -0.39 0.18
H -2.05 0.76 1.17
H 2.63 -0.42 1.13
H -2.12 1.64 -0.40
H 1.63 -1.38 0.03
H -1.42 -0.41 -1.64
H 2.78 -0.20 -0.63
```

=====

--- d ---
The following is a DFT calculation (ωB97M-V with the def2-TZVPD basis set) of one molecule with the formula C5H6O.

Properties
- multiplicity = 1
- SMILES = C#CC(=O)CC
- orbital gap (eV) = 10.45
- HOMO level (eV) = -10.1

XYZ file:
```
12
C5H6O (ωB97M-V with the def2-TZVPD basis set)
O 0.68 1.50 0.45
C -1.77 0.44 0.00
C 0.67 0.38 0.01
C 2.87 -0.51 0.42
C -0.57 -0.49 0.02
C 1.95 -0.25 -0.33
H -2.72 -0.08 0.16
H 3.59 -0.70 1.17
H -0.56 -1.21 -0.81
H -0.53 -1.08 0.94
H -1.80 0.97 -0.96
H -1.63 1.20 0.77
```

=====

Stability order, top to bottom: c, d, a, b

=====

--- a ---
The following is a DFT calculation (ωB97M-V with the def2-TZVPD basis set) of one molecule with the formula C4H11N3.

Properties
- multiplicity = 1
- SMILES = CC(C)/C(N)=N/N
- orbital gap (eV) = 8.69
- HOMO level (eV) = -7.7

XYZ file:
```
18
C4H11N3 (ωB97M-V with the def2-TZVPD basis set)
N -0.87 -1.33 -1.01
N -1.43 0.48 0.39
N -2.78 0.23 0.15
C 0.83 1.51 0.89
C 1.92 -0.56 -0.59
C -0.57 -0.37 -0.06
C 0.83 -0.16 0.39
H 1.75 -0.12 -1.57
H -1.70 -1.14 -1.56
H 2.88 -0.21 -0.22
H -3.07 -0.72 0.34
H 1.80 1.62 1.37
H 0.78 2.12 0.00
H -0.10 -1.72 -1.53
H -3.32 0.87 0.72
H 0.97 -0.64 1.36
H 1.99 -1.65 -0.70
H 0.08 1.76 1.63
```

=====

--- b ---
The following is a DFT calculation (ωB97M-V with the def2-TZVPD basis set) of C4H11N3 as an isolated structure.

Properties
- multiplicity = 1
- orbital gap (alpha / beta) (eV) = 8.08 / 8.18
- HOMO level (alpha / beta) (eV) = -7.9 / -8.4

XYZ file:
```
18
C4H11N3 (ωB97M-V with the def2-TZVPD basis set)
N -0.86 -1.46 -1.05
N -2.09 -0.19 0.46
N -0.49 0.85 -1.13
C -0.83 -0.24 -0.27
C 0.35 -0.09 0.73
C 1.30 -1.07 0.91
C 1.36 1.40 -0.17
H -2.17 0.62 1.06
H 0.08 0.61 1.52
H 1.87 1.00 -1.04
H 2.02 1.44 0.69
H 1.16 -2.06 0.49
H -0.94 -2.30 -0.49
H -1.04 1.67 -0.85
H 1.00 2.41 -0.32
H -2.87 -0.25 -0.18
H -0.10 -1.51 -1.71
H 2.27 -0.84 1.33
```

=====

Stability order, top to bottom: a, b

=====

--- a ---
The following is a DFT calculation (ωB97M-V with the def2-TZVPD basis set) of one molecule with the formula C4H11N3.

Properties
- multiplicity = 1
- SMILES = [H]/N=C/NCCCN
- orbital gap (eV) = 9.54
- HOMO level (eV) = -8.6

XYZ file:
```
18
C4H11N3 (ωB97M-V with the def2-TZVPD basis set)
N -1.06 -0.98 2.11
N 1.35 0.32 -0.27
N 2.29 1.13 -2.29
C 2.42 0.48 -1.19
C -1.06 -0.47 -0.33
C -1.83 -0.53 0.98
C -0.04 0.71 -0.40
H -0.71 -1.48 -0.56
H -0.72 -0.16 2.68
H -1.69 -1.55 2.69
H -1.86 -0.39 -1.09
H -2.35 0.48 1.09
H 1.67 -0.18 0.57
H -2.71 -1.25 0.85
H 3.37 -0.06 -0.93
H -0.13 1.47 0.30
H -0.14 1.28 -1.36
H 3.20 1.19 -2.86
```

=====

--- b ---
The following is a DFT calculation (ωB97M-V with the def2-TZVPD basis set) of a 2-piece molecular cluster, C4H11N3 overall.

Properties
- multiplicity = 1
- SMILES = [H]/N=C\NN.C=CC
- orbital gap (eV) = 10.17
- HOMO level (eV) = -9.2

XYZ file:
```
18
C4H11N3 (ωB97M-V with the def2-TZVPD basis set)
N 1.29 -0.42 -0.93
N 2.67 -0.74 -0.78
N 1.53 1.82 -0.04
C -1.25 -0.46 0.79
C -2.30 -0.58 -0.27
C 0.95 0.95 -0.78
C -1.41 0.30 1.88
H 3.25 0.10 -0.88
H -2.26 0.97 2.00
H -0.21 -0.98 0.55
H -1.87 -1.08 -1.15
H 0.07 1.21 -1.37
H 2.82 -1.12 0.15
H -2.67 0.40 -0.59
H -3.15 -1.19 0.06
H 2.33 1.39 0.43
H -0.69 0.29 2.69
H 0.90 -0.84 -1.77
```

=====

Stability order, top to bottom: a, b

=====

--- a ---
The following is a DFT calculation (ωB97M-V with the def2-TZVPD basis set) of one molecule with the formula C4H11N3.

Properties
- multiplicity = 1
- SMILES = [H]/N=C(\N)NCCC
- orbital gap (eV) = 9.35
- HOMO level (eV) = -8.4

XYZ file:
```
18
C4H11N3 (ωB97M-V with the def2-TZVPD basis set)
N 1.05 -0.85 -0.53
N -1.05 -0.64 -1.57
N 0.87 0.24 -2.57
C 0.47 -0.94 0.82
C 0.42 0.47 1.70
C 0.31 -0.44 -1.63
C -0.71 1.35 1.17
H -0.75 2.34 1.60
H -1.67 0.91 1.42
H 2.04 -0.67 -0.61
H 0.10 0.04 2.65
H -1.43 -1.01 -0.72
H -1.67 -0.65 -2.36
H 1.28 -1.41 1.36
H -0.57 1.46 0.05
H 1.45 0.87 1.81
H -0.46 -1.49 0.81
H 0.30 0.43 -3.40
```

=====

--- b ---
The following is a DFT calculation (ωB97M-V with the def2-TZVPD basis set) of C4H11N3 as an isolated structure.

Properties
- multiplicity = 1
- orbital gap (eV) = 8.27
- HOMO level (eV) = -8.7

XYZ file:
```
18
C4H11N3 (ωB97M-V with the def2-TZVPD basis set)
N -3.00 0.13 -0.86
N 1.89 -1.88 0.97
N 1.08 0.55 0.80
C -0.23 1.03 -1.19
C 1.31 -0.66 1.52
C -1.67 0.89 -0.42
C 0.91 0.15 -0.55
H 0.47 -0.96 -0.71
H -2.35 1.21 -1.46
H -1.84 1.73 0.22
H 0.69 -1.67 1.18
H 1.77 0.20 -1.17
H -0.29 0.57 -2.26
H -1.33 0.22 0.37
H 2.21 -2.53 1.70
H 1.44 -0.36 2.55
H 0.15 2.07 -1.36
H -2.60 -0.54 -1.50
```

=====

Stability order, top to bottom: a, b

=====

--- a ---
The following is a DFT calculation (ωB97M-V with the def2-TZVPD basis set) of one molecule with the formula C4H11N3.

Properties
- multiplicity = 1
- SMILES = N/C=C(\N)CCN
- orbital gap (eV) = 9.02
- HOMO level (eV) = -8.0

XYZ file:
```
18
C4H11N3 (ωB97M-V with the def2-TZVPD basis set)
N 1.02 -0.41 -2.38
N 0.41 -0.99 2.12
N -1.49 0.03 -1.45
C 0.17 0.45 1.87
C 0.88 0.28 -1.13
C -0.38 0.27 -0.63
C -0.99 0.51 0.79
H 0.48 -1.44 1.22
H 1.00 1.05 1.47
H -1.74 -0.18 1.21
H -1.39 -0.71 -2.12
H -1.51 1.48 0.85
H 1.85 0.48 -0.69
H 1.22 -1.16 2.70
H -0.29 0.87 2.77
H -2.27 0.65 -1.32
H 1.48 -1.33 -2.27
H 1.55 0.16 -3.03
```

=====

--- b ---
The following is a DFT calculation (ωB97M-V with the def2-TZVPD basis set) of one molecule with the formula C4H11N3.

Properties
- multiplicity = 1
- SMILES = C=C(NN)N(C)C
- orbital gap (eV) = 8.47
- HOMO level (eV) = -7.5

XYZ file:
```
18
C4H11N3 (ωB97M-V with the def2-TZVPD basis set)
N -0.78 -0.04 -0.48
N 2.28 -0.22 1.59
N 0.91 -0.48 1.12
C -1.71 -0.98 0.13
C 1.52 0.32 -1.10
C -1.42 1.18 -0.98
C 0.64 -0.06 -0.17
H -0.79 1.72 -1.69
H -1.66 1.85 -0.15
H 2.37 -0.56 2.55
H -2.58 -1.15 -0.52
H 2.58 0.36 -0.90
H 2.91 -0.83 1.06
H 0.19 -0.13 1.76
H -1.24 -1.96 0.29
H -2.35 0.94 -1.51
H 1.20 0.64 -2.08
H -2.07 -0.61 1.10
```

=====

--- c ---
The following is a DFT calculation (ωB97M-V with the def2-TZVPD basis set) of C4H11N3 as an isolated structure.

Properties
- multiplicity = 1
- orbital gap (alpha / beta) (eV) = 8.58 / 8.58
- HOMO level (alpha / beta) (eV) = -7.9 / -7.9

XYZ file:
```
18
C4H11N3 (ωB97M-V with the def2-TZVPD basis set)
N 0.26 0.39 0.39
N 2.34 -0.41 0.63
N -1.33 -0.04 -0.57
C 0.61 1.76 -0.01
C -2.37 -0.31 0.38
C 0.72 -1.80 -0.90
C 0.69 -0.64 -0.28
H 2.28 -0.76 1.58
H -0.14 -2.13 -1.47
H 2.77 0.51 0.70
H -1.49 0.65 -1.30
H -0.31 2.35 -0.04
H -2.01 -0.90 1.22
H -2.83 0.59 0.82
H 1.12 1.81 -0.97
H 1.63 -2.37 -0.89
H 1.24 2.20 0.76
H -3.18 -0.91 -0.06
```

=====

Stability order, top to bottom: a, b, c

=====

--- a ---
The following is a DFT calculation (ωB97M-V with the def2-TZVPD basis set) of one molecule with the formula C8H13N3O6.

Properties
- multiplicity = 1
- SMILES = NC(=O)C[C@H](N)C(=O)N[C@@H](CC(=O)O)C(=O)O
- orbital gap (eV) = 9.88
- HOMO level (eV) = -9.4

XYZ file:
```
30
C8H13N3O6 (ωB97M-V with the def2-TZVPD basis set)
O -2.94 0.45 3.11
O 1.20 2.33 -1.08
O -4.10 -1.29 2.35
O 0.26 -2.03 -0.05
O -0.58 -1.51 3.45
O 1.15 -0.11 2.93
N 0.99 2.59 -3.35
N 2.22 -1.64 -1.84
N 0.08 0.19 0.44
C -2.11 -0.64 1.11
C -3.18 -0.53 2.26
C -0.12 -0.70 2.71
C 1.20 1.84 -2.26
C 1.59 -0.49 -1.32
C -0.81 0.00 1.52
C 0.61 -0.87 -0.18
C 0.98 0.27 -2.48
H 1.49 -0.01 -3.39
H -0.97 1.09 1.85
H 2.37 0.21 -0.96
H 1.71 -0.60 3.49
H -3.74 0.52 3.68
H -1.80 -1.62 0.79
H -0.11 0.10 -2.60
H 0.59 1.11 0.34
H 1.01 2.24 -4.27
H 1.25 3.57 -3.18
H 1.49 -2.35 -2.13
H 2.81 -2.04 -1.18
H -2.55 -0.10 0.26
```

=====

--- b ---
The following is a DFT calculation (ωB97M-V with the def2-TZVPD basis set) of a 3-piece molecular cluster, C8H13N3O6 overall.

Properties
- multiplicity = 1
- orbital gap (eV) = 8.67
- HOMO level (eV) = -9.2

XYZ file:
```
30
C8H13N3O6 (ωB97M-V with the def2-TZVPD basis set)
O 2.25 2.80 2.20
O 0.10 0.35 -1.32
O 2.41 0.00 3.24
O 0.68 3.86 1.12
O 0.41 -1.27 3.42
O -2.12 -1.61 -4.45
N -1.71 -2.55 -0.27
N -0.23 -0.60 -3.85
N 0.02 -0.69 0.64
C -1.48 -0.92 -3.66
C 0.91 0.21 1.45
C 1.19 -0.50 2.70
C 1.17 2.75 1.68
C 0.20 1.65 1.49
C -1.10 -1.66 -1.23
C -2.20 -1.09 -2.24
C -0.30 -0.63 -0.68
H -0.43 -2.29 -1.84
H 0.33 -0.56 -4.77
H -0.21 -1.54 1.09
H 1.77 0.23 0.74
H -2.97 -1.91 -2.29
H -3.09 -2.83 -0.60
H 2.95 0.56 2.58
H -0.38 3.95 1.00
H -0.34 1.84 0.51
H 0.18 -0.03 -3.11
H -2.81 -0.32 -1.74
H -0.66 1.69 2.33
H -0.89 -3.85 -0.35
```

=====

--- c ---
The following is a DFT calculation (ωB97M-V with the def2-TZVPD basis set) of one molecule with the formula C8H13N3O6.

Properties
- multiplicity = 1
- SMILES = NC(=O)C[C@H](NC(=O)[C@@H](N)CC(=O)O)C(=O)O
- orbital gap (eV) = 9.57
- HOMO level (eV) = -9.5

XYZ file:
```
30
C8H13N3O6 (ωB97M-V with the def2-TZVPD basis set)
O -2.66 0.95 -0.55
O 0.63 -0.87 2.62
O 2.66 -1.20 0.74
O -0.67 -3.20 2.92
O -0.01 2.91 -2.16
O 1.83 1.62 -2.91
N 1.28 0.20 -0.48
N 0.92 -3.67 0.19
N -2.54 3.30 0.23
C -1.95 1.94 -0.25
C 1.55 -1.05 0.08
C -0.50 1.76 0.04
C 0.56 1.78 -2.11
C 0.16 0.75 -1.05
C -0.18 -2.12 2.19
C -0.74 -1.99 0.68
C 0.46 -2.34 -0.07
H 0.19 2.83 -0.21
H -0.55 1.52 1.21
H 1.93 1.03 -0.49
H 0.47 -2.38 -1.24
H -1.59 -2.78 0.80
H 1.66 -3.97 -0.68
H 2.07 2.58 -3.44
H -0.43 -0.11 -1.42
H -1.08 -0.96 0.35
H -3.63 3.68 0.09
H 1.36 -3.61 1.21
H 0.79 -0.87 3.54
H -1.97 4.28 0.19
```

=====

Stability order, top to bottom: a, b, c

=====

--- a ---
The following is a DFT calculation (ωB97M-V with the def2-TZVPD basis set) of a 2-piece molecular cluster, C2H8NO overall.

Properties
- multiplicity = 1
- charge = +1
- orbital gap (eV) = 10.75
- HOMO level (eV) = -15.8

XYZ file:
```
12
C2H8NO (ωB97M-V with the def2-TZVPD basis set)
O -1.62 1.19 1.16
N 0.14 -0.54 -0.32
C 1.25 0.41 -0.22
C 0.05 -1.78 -0.53
H -1.32 2.17 1.22
H -0.78 -0.04 -0.71
H 0.93 1.00 0.57
H 0.97 -2.29 -0.61
H 1.50 0.89 -1.24
H 2.25 -0.01 -0.15
H -2.46 1.11 1.56
H -0.91 -2.12 -0.74
```

=====

--- b ---
The following is a DFT calculation (ωB97M-V with the def2-TZVPD basis set) of a 2-piece molecular cluster, C2H8NO overall.

Properties
- multiplicity = 1
- charge = +1
- orbital gap (eV) = 10.42
- HOMO level (eV) = -14.2

XYZ file:
```
12
C2H8NO (ωB97M-V with the def2-TZVPD basis set)
O -0.82 -1.04 0.01
N -0.82 1.64 0.28
C 1.41 -0.79 -0.69
C 0.55 -1.28 0.16
H -1.34 -1.85 0.04
H -1.61 2.12 -0.15
H 2.45 -0.97 -0.47
H 0.10 1.82 -0.12
H -0.83 1.92 1.26
H -1.00 0.60 0.24
H 1.12 -0.29 -1.60
H 0.78 -1.87 1.04
```

=====

--- c ---
The following is a DFT calculation (ωB97M-V with the def2-TZVPD basis set) of a 2-piece molecular cluster, C2H8NO overall.

Properties
- multiplicity = 1
- charge = +1
- orbital gap (eV) = 11.47
- HOMO level (eV) = -16.5

XYZ file:
```
12
C2H8NO (ωB97M-V with the def2-TZVPD basis set)
O -0.46 1.78 1.77
N 0.26 -0.09 -0.32
C 0.00 0.28 -1.53
C 0.45 -1.58 -0.07
H 1.51 -1.72 0.21
H -0.14 1.42 -1.78
H -0.31 -2.01 0.73
H 0.00 -0.45 -2.38
H -0.96 1.23 2.37
H -0.78 2.59 1.59
H 0.04 0.55 0.45
H 0.38 -2.00 -1.03
```

=====

Stability order, top to bottom: b, c, a